[1]
The following is a quantum chemistry calculation of a 4-piece molecular cluster, CH12N3O3 overall in a non-equilibrium geometry, from OMol25.

The geometry in XYZ format:
```
19
Properties=species:S:1:pos:R:3:forces:R:3:lowdin_charge:R:1
N -0.3193 -1.9184 -0.8194 -0.2 -0.2 -1.1 0.19
C 0.5463 -0.8968 -0.7783 -0.4 0.7 0.2 -0.47
N 1.8175 -1.1085 -1.0971 0.1 -0.6 0.0 0.21
N 0.1563 0.3387 -0.4327 0.3 -0.7 0.5 0.20
H -0.1177 -2.5843 -1.5533 0.0 -0.3 0.3 0.13
H -1.3219 -1.7371 -0.7128 0.5 0.2 0.4 0.08
H 2.5208 -0.3930 -0.9960 -0.2 0.1 0.0 0.12
H 2.1228 -2.0644 -1.1948 0.1 0.1 0.0 0.13
H 0.8296 0.8193 0.1565 0.0 0.3 -0.4 0.08
H -0.8061 0.4675 -0.1500 -0.1 0.0 0.0 0.07
H -1.4495 2.6460 1.8442 0.0 0.0 0.0 0.05
H -1.6102 3.0394 0.3835 0.1 0.0 0.0 0.06
O -1.1847 2.3887 0.9548 -0.1 0.1 0.0 -0.05
H -3.4532 -0.8414 -0.5697 -0.1 0.1 0.2 0.08
H -3.1164 -0.6047 0.9238 0.0 -0.1 -0.1 0.08
O -2.7254 -0.7873 0.0608 -0.1 0.1 -0.1 -0.04
H 2.2969 1.7422 1.4043 0.3 0.2 -0.1 0.06
H 3.0338 0.4449 1.6431 0.1 0.0 -0.1 0.07
O 2.7804 1.0493 0.9331 -0.4 -0.1 0.3 -0.05
```
Positions in Å, forces in eV/Å.

Output
charge	+1
energy	-435.1172	Eh
LUMO	-0.10093	Ha

---

[2]
The following is a quantum chemistry calculation of CH12Na5O9 as an isolated structure in a non-equilibrium geometry, from OMol25.

The geometry in XYZ format:
```
27
Properties=species:S:1:pos:R:3:forces:R:3:lowdin_charge:R:1
Na 2.0616 -2.6332 -0.0279 0.7 1.3 -0.2 0.81
Na -0.1501 -3.3162 -2.5529 0.5 0.9 -0.9 0.80
Na -0.7145 -4.5708 0.8117 0.0 -0.3 0.1 0.86
Na -3.1033 -2.2534 -0.4650 -0.3 1.1 -0.2 0.83
Na -1.5120 -1.6053 2.8360 0.0 1.1 0.2 0.88
C -0.5010 -1.0179 0.0100 0.7 2.3 -0.2 -0.88
O 0.6152 -0.4806 -0.1734 0.0 -0.7 0.3 -0.04
O -1.5603 -0.4086 0.3484 -0.4 -1.6 0.6 -0.06
O -0.5496 -2.3173 -0.1954 -0.8 -4.3 0.0 -0.22
O 1.4035 -1.3557 -2.7806 -1.0 -0.5 0.5 -0.05
H 1.3138 -0.6944 -3.4880 0.4 -0.2 0.0 0.10
H 1.1685 -0.8685 -1.9673 0.3 0.3 -0.3 0.00
O 2.3442 1.4037 -1.3448 0.1 -0.1 -0.1 -0.04
H 1.6676 0.8725 -0.9241 0.0 0.4 0.2 -0.05
H 2.7762 1.8727 -0.6145 0.0 0.0 -0.2 0.06
O 3.1242 0.7799 1.6679 0.0 -0.5 0.1 -0.04
H 3.0216 1.2535 2.5046 0.1 0.1 -0.2 0.06
H 2.2399 0.4628 1.4642 -0.2 0.4 0.1 -0.03
O -2.4306 1.5874 -1.6220 0.0 -0.4 -0.1 -0.02
H -1.4982 1.7307 -1.8352 -0.2 0.1 0.1 0.05
H -2.4640 0.7719 -1.1088 0.2 0.4 0.0 -0.02
O 0.3512 2.0241 1.4495 -0.1 -0.3 0.5 -0.03
H -0.5438 2.3510 1.6453 0.2 0.2 -0.2 0.03
H 0.2408 1.3901 0.7367 -0.1 0.2 -0.2 -0.02
O -2.5465 2.0338 1.7756 0.1 -0.4 0.1 -0.02
H -2.4186 1.6897 2.6675 -0.2 0.3 0.1 0.05
H -2.3357 1.2983 1.1825 -0.1 0.3 0.0 -0.01
```
Positions in Å, forces in eV/Å.

Output
charge	+3
energy	-1533.1133	Eh
LUMO	-0.47805	Ha

---

[3]
The following is a quantum chemistry calculation of a 5-piece molecular cluster, CH12O4 overall in a non-equilibrium geometry, from OMol25.

The geometry in XYZ format:
```
17
Properties=species:S:1:pos:R:3:forces:R:3:lowdin_charge:R:1
C -1.0358 -0.6079 2.7256 1.0 -1.0 -0.4 -0.04
H -0.7067 -1.6429 2.7318 -0.9 -0.6 0.4 0.02
H -0.3127 -0.1885 3.4041 0.1 0.9 0.1 0.02
H -0.8369 -0.3961 1.6905 0.1 0.9 -0.3 -0.01
H -2.0581 -0.3963 2.9812 -0.3 -0.3 0.2 0.01
H 1.7848 -0.2838 0.6629 -0.5 -1.2 -0.4 0.01
H 1.0150 -1.5856 0.0423 1.1 1.2 0.7 0.03
O 1.8633 -1.2409 0.4306 -0.7 0.1 -0.3 -0.10
H -0.0037 0.6221 -2.2101 -1.5 0.8 -0.5 0.07
H -0.1609 2.0148 -2.6061 0.4 1.7 -0.5 0.02
O -0.7214 1.2698 -2.5084 1.4 -2.3 0.9 -0.06
H 0.4870 2.3730 1.4544 -0.9 1.9 1.8 0.01
H 0.6985 2.0494 0.0124 0.0 -0.2 0.3 0.04
O 0.7816 1.6973 0.9098 1.0 -1.8 -2.1 -0.02
H -1.2357 -0.6090 -2.0119 -0.6 0.1 -0.5 0.00
H -0.8486 -2.1029 -1.8542 -0.1 0.0 -0.2 0.05
O -0.8744 -1.2521 -1.4133 0.5 -0.4 0.8 -0.04
```
Positions in Å, forces in eV/Å.

Output
structure (SMILES)	C.O.O.O.O
charge	0
energy	-346.2221	Eh
LUMO	0.00764	Ha

---

[4]
The following is a quantum chemistry calculation of a 5-piece molecular cluster, CH12O4S2 overall in a non-equilibrium geometry, from OMol25.

The geometry in XYZ format:
```
19
Properties=species:S:1:pos:R:3:forces:R:3:lowdin_charge:R:1
C -0.1780 -0.8145 -3.1965 -0.4 -0.5 0.6 -0.46
S -1.8596 -0.2821 -2.7165 -0.1 0.5 0.0 0.32
S -2.4582 -1.2826 -1.0543 -0.3 -0.7 0.6 0.27
H 0.4948 0.0255 -3.0713 0.2 -0.1 -0.2 0.01
H -0.2838 -1.1684 -4.2143 0.2 0.3 -0.3 0.02
H 0.1590 -1.6908 -2.6375 -0.1 0.3 0.3 0.03
H -2.3577 -0.4923 0.0642 0.5 0.2 -0.8 -0.21
H 0.2022 2.3544 -0.5509 -0.3 0.1 -0.5 0.05
H 0.9366 1.6371 0.5725 0.1 0.3 0.0 0.01
O 0.2995 2.3697 0.3980 0.4 -0.4 0.4 -0.06
H 2.8887 1.0985 1.3025 0.3 0.0 0.3 0.06
H 2.0669 -0.1828 1.7058 -0.1 -0.1 -0.1 0.03
O 2.2049 0.4931 1.0247 -0.2 0.1 -0.4 -0.05
H 0.8966 -2.4348 2.5348 -0.5 -0.2 0.4 0.04
H 0.0250 -1.1107 2.2034 -0.2 -0.3 0.2 0.02
O 0.8328 -1.6199 2.0483 0.6 0.7 -0.6 -0.05
H -0.7244 1.3397 1.3605 -0.5 0.0 0.1 0.00
H -1.8811 1.1043 2.4053 0.1 0.1 0.0 0.05
O -1.2642 0.6565 1.8212 0.2 -0.4 0.0 -0.09
```
Positions in Å, forces in eV/Å.

Output
structure (SMILES)	CSS.O.O.O.O
charge	0
energy	-1142.6288	Eh
LUMO	0.01860	Ha

---

[5]
The following is a quantum chemistry calculation of a 5-piece molecular cluster, CH12O4S2 overall in a non-equilibrium geometry, from OMol25.

The geometry in XYZ format:
```
19
Properties=species:S:1:pos:R:3:forces:R:3:lowdin_charge:R:1
C -2.4477 -1.1860 1.2988 -0.2 0.5 -1.1 -0.49
S -1.4904 -0.5078 -0.0987 -0.7 -0.6 -0.8 0.36
S -2.5548 -1.5807 -1.5869 1.0 0.3 0.2 0.31
H -2.0206 -0.6416 2.1450 -0.4 -0.5 0.3 0.02
H -3.5117 -0.9385 1.0835 0.8 -0.2 0.6 0.03
H -2.2901 -2.2670 1.2434 -0.1 0.3 0.7 0.02
H -1.5698 -2.4675 -1.8933 -0.4 0.3 0.2 -0.19
H -0.7495 2.6285 -0.7499 0.3 0.0 0.1 0.04
H 0.1916 2.4136 0.4777 0.1 0.5 -2.1 0.06
O 0.1887 2.6796 -0.5066 -0.3 -0.7 1.9 -0.10
H 1.2659 0.4967 1.2346 -0.1 -0.1 -0.2 -0.02
H 1.6718 0.4874 2.7104 -2.7 1.9 -2.2 0.13
O 0.9563 0.9347 2.0466 2.8 -1.9 2.1 -0.14
H 2.4309 -1.8191 0.0020 0.0 0.0 -0.1 0.04
H 2.2107 -0.7100 -1.0700 -0.1 0.3 -0.4 -0.02
O 2.2728 -0.8812 -0.1295 0.2 -0.5 1.2 -0.08
H 2.4344 1.4087 -2.3581 0.0 -1.7 -0.1 0.09
H 1.1706 1.3076 -1.7380 0.3 -1.8 0.0 0.05
O 1.8410 0.6425 -2.1111 -0.5 3.9 -0.3 -0.11
```
Positions in Å, forces in eV/Å.

Output
structure (SMILES)	CSS.O.O.O.O
charge	0
energy	-1142.6071	Eh
LUMO	0.01707	Ha

---

[6]
The following is a quantum chemistry calculation of a 5-piece molecular cluster, CH12O4S2 overall in a non-equilibrium geometry, from OMol25.

The geometry in XYZ format:
```
19
Properties=species:S:1:pos:R:3:forces:R:3:lowdin_spin:R:1
C 1.4825 -1.3793 -2.3314 0.8 1.6 -2.2 0.07
S 2.0923 -0.3578 -0.9363 -0.8 1.5 -1.7 0.67
S 2.2534 1.4704 -2.0268 -1.5 -0.7 1.6 0.19
H 0.6803 -1.9820 -1.9185 0.0 -0.2 0.1 0.02
H 2.3495 -1.9827 -2.7351 -1.0 0.4 0.5 0.02
H 1.0957 -0.6298 -3.1923 0.8 -2.0 2.2 0.00
H 1.1408 2.0975 -1.3784 1.5 -0.6 -0.3 0.03
H 1.2787 -0.7792 2.7482 -2.1 0.5 0.0 0.00
H 0.0209 -1.1807 1.8776 0.1 0.9 1.0 0.00
O 0.2968 -0.5683 2.6231 2.1 -1.2 -0.7 0.00
H -1.4509 -1.1173 0.0211 1.0 -0.8 0.8 0.00
H -1.1508 -2.5650 0.5489 0.3 0.8 -0.1 0.00
O -0.7257 -1.6879 0.4166 -1.5 -0.1 -1.1 0.01
H -3.0973 2.2411 -0.4432 0.7 -1.0 0.7 0.00
H -1.9862 1.6210 0.5270 0.1 0.5 0.1 0.00
O -2.7449 1.4158 -0.0323 -0.5 0.3 -0.8 0.00
H -0.1091 1.1097 2.0638 0.0 0.2 0.1 0.00
H -1.0403 2.2698 2.4033 -0.3 0.3 0.5 0.00
O -0.3856 2.0047 1.7648 0.2 -0.6 -0.6 0.00
```
Positions in Å, forces in eV/Å.

Output
2S+1	2
charge	+1
energy	-1142.2901	Eh
LUMO (spin up / spin down)	-0.19931 / -0.32048	Ha

---

[7]
The following is a quantum chemistry calculation of a 5-piece molecular cluster, CH12O5 overall in a non-equilibrium geometry, from OMol25.

The geometry in XYZ format:
```
18
Properties=species:S:1:pos:R:3:forces:R:3:lowdin_spin:R:1
C -2.2101 -1.2653 0.9130 1.9 0.3 2.2 0.10
O -1.1981 -0.8985 1.9266 -1.2 -1.3 -1.6 0.60
H -2.0244 -0.6830 0.0357 0.1 0.9 -1.0 0.03
H -2.0532 -2.3039 0.7473 -0.4 -0.8 0.0 0.00
H -3.1566 -0.9438 1.3552 -0.5 -0.1 -0.1 0.05
H -1.1273 0.0577 1.9592 0.1 1.2 0.2 0.00
H 0.6398 -1.3494 -0.4820 1.4 0.4 -1.8 0.00
H 1.4229 -0.6770 -1.8448 -0.2 -0.8 0.9 0.00
O 0.7156 -0.6425 -1.1812 -1.2 0.5 0.7 0.00
H 2.8528 3.7865 -0.1289 -0.1 1.2 -1.6 0.00
H 2.2197 4.9452 -1.0398 0.0 -0.1 0.4 0.00
O 2.9143 4.2822 -0.9984 0.1 -1.2 1.2 0.00
H 1.2897 -3.7934 0.5326 0.0 0.4 -0.3 0.00
H 0.4873 -2.7736 1.2888 -0.2 0.1 0.9 0.00
O 1.0007 -2.8660 0.4968 0.1 -0.5 -0.2 0.00
H -0.3171 1.0017 -1.0190 0.4 -0.5 0.2 0.00
H -0.6873 2.2790 -1.7369 -0.4 -0.4 1.9 0.00
O -0.7688 1.8440 -0.8243 0.1 0.4 -2.0 0.21
```
Positions in Å, forces in eV/Å.

Output
2S+1	2
charge	+1
energy	-421.0678	Eh
LUMO (spin up / spin down)	-0.13827 / -0.40089	Ha

---

[8]
The following is a quantum chemistry calculation of a 2-piece molecular cluster, CH12OSi4 overall in a non-equilibrium geometry, from OMol25.

The geometry in XYZ format:
```
18
Properties=species:S:1:pos:R:3:forces:R:3:lowdin_charge:R:1
C 2.1706 -0.6746 -2.7135 -0.5 1.7 -0.1 -0.17
O 1.9894 -0.7160 -1.2896 -0.2 0.2 -1.2 -0.51
Si 1.5278 -1.0401 1.6211 -1.4 -2.6 1.4 0.42
Si -0.4009 1.6571 -1.1282 -2.8 -1.4 -1.1 0.42
Si -1.9954 0.4632 2.5366 2.1 0.2 0.2 0.60
Si 0.6150 -0.3964 -0.3891 0.4 -0.2 -1.4 0.34
H 1.3079 -0.4086 -3.3658 -0.2 0.0 1.0 0.08
H 2.4405 -1.6289 -3.0437 0.8 -1.5 -0.4 0.06
H 2.9356 0.0710 -3.0020 -0.1 -0.5 0.5 0.09
H 1.4290 -0.1017 2.6429 -0.2 1.8 1.3 -0.17
H 2.7107 -1.7826 2.1352 0.4 0.1 -1.1 -0.11
H 0.4457 -2.0769 2.1775 0.9 0.8 -0.8 -0.09
H -0.7743 2.0955 -2.5515 1.0 -0.5 0.5 -0.10
H -1.8710 1.6600 -0.6909 0.8 -0.3 0.1 -0.12
H 0.1970 2.6578 -0.4072 1.2 2.1 1.1 -0.18
H -3.4165 0.3011 2.6775 -0.8 0.3 -0.5 -0.18
H -1.2680 -0.7956 2.3512 -0.3 -0.2 0.0 -0.22
H -1.1004 1.4599 1.7880 -1.2 -0.2 0.3 -0.16
```
Positions in Å, forces in eV/Å.

Output
charge	0
energy	-1278.2682	Eh
LUMO (spin up / spin down)	-0.02725 / -0.03241	Ha

---

[9]
The following is a quantum chemistry calculation of a 5-piece molecular cluster, CH13N2O4 overall in a non-equilibrium geometry, from OMol25.

The geometry in XYZ format:
```
20
Properties=species:S:1:pos:R:3:forces:R:3:lowdin_spin:R:1
N 1.6595 -1.1265 -1.4647 1.4 -0.9 0.5 0.14
C 0.6393 -0.2615 -1.3503 -2.0 -0.4 -3.2 0.43
N 0.5903 0.6225 -0.3816 0.2 1.7 2.3 0.15
H 2.4810 -0.9892 -0.9039 0.1 -0.1 -0.2 0.01
H 1.6770 -1.8792 -2.1276 -0.2 0.1 0.1 0.01
H -0.2999 -0.4856 -1.8778 1.8 0.2 0.5 0.03
H -0.1163 1.3569 -0.3651 1.2 -0.9 -0.1 0.02
H 1.3280 0.6455 0.2990 -0.1 0.2 0.3 0.01
H 0.9231 -1.8737 2.4285 0.0 -0.2 -0.6 0.01
H -0.2043 -1.7849 3.3410 -0.5 -0.2 -0.1 0.00
O 0.0253 -2.2211 2.5100 0.5 0.4 0.6 0.02
H -1.6725 3.1102 -1.5205 0.4 -0.2 -0.7 0.01
H -1.6228 2.0604 -0.5239 0.1 -0.5 -0.8 0.03
O -1.3180 2.2035 -1.4585 -1.3 1.0 1.4 0.04
H -2.1281 -0.3616 -2.1143 -0.3 -0.3 0.1 0.01
H -2.3920 -1.8744 -1.7971 -0.2 0.2 -0.1 0.00
O -1.8719 -1.1053 -1.5485 -1.1 -0.2 0.0 0.02
H 0.1986 1.8345 2.6247 0.1 -0.3 0.7 0.02
H 1.1567 0.9018 3.5532 -0.5 0.5 0.3 0.01
O 0.9470 1.2277 2.6774 0.5 -0.1 -1.0 0.03
```
Positions in Å, forces in eV/Å.

Output
2S+1	2
charge	0
energy	-456.2330	Eh
LUMO (spin up / spin down)	0.02438 / 0.01315	Ha

---

[10]
The following is a quantum chemistry calculation of a 5-piece molecular cluster, CH13N3O4 overall, from OMol25.

The geometry in XYZ format:
```
21
Properties=species:S:1:pos:R:3:forces:R:3:lowdin_charge:R:1
N -1.7181 2.8129 -0.8131 -0.7 0.3 -0.3 0.12
C -1.0122 1.6575 -0.6022 0.8 -0.1 -0.1 -0.62
N 0.3214 1.7709 -1.0347 -0.1 0.3 0.1 0.09
N -1.4065 0.5926 -0.0353 -0.4 -0.5 0.3 0.10
H -1.2794 3.5401 -1.3501 0.1 0.0 0.1 0.09
H -2.7268 2.7938 -0.8839 0.3 -0.2 0.1 0.09
H 0.9434 1.0815 -0.6170 -0.4 0.0 -0.2 0.05
H 0.3695 1.8019 -2.0446 0.3 0.0 0.0 0.08
H -2.3791 0.6343 0.2598 0.1 0.2 0.1 0.04
H 2.1860 -0.8652 -2.8959 0.0 0.0 0.2 0.03
H 0.7837 -0.6705 -2.2714 0.2 -0.2 0.1 0.01
O 1.2552 -0.7673 -3.1062 -0.2 0.2 -0.3 -0.06
H -0.1386 0.5174 3.9582 0.0 0.0 -0.1 0.04
H 0.4638 -0.7792 4.4914 -0.1 0.1 -0.1 0.04
O 0.2172 -0.3314 3.6736 0.0 -0.1 0.2 -0.06
H 1.7644 -1.1947 1.2119 0.1 0.4 -0.2 0.04
H 0.3416 -0.8461 0.8904 -0.2 0.6 -0.3 0.01
O 1.2469 -0.6000 0.6482 0.2 -0.8 0.4 -0.09
H -0.4631 -3.5486 0.5061 0.3 0.1 0.2 0.03
H 1.0641 -3.7877 0.1821 -0.4 0.1 0.2 0.03
O 0.1668 -3.8123 -0.1672 0.1 -0.2 -0.5 -0.06
```
Positions in Å, forces in eV/Å.

Output
structure (SMILES)	N=C(N)N.O.O.O.O
charge	0
energy	-511.1285	Eh
LUMO	0.01691	Ha

---

[11]
The following is a quantum chemistry calculation of a 5-piece molecular cluster, CH13NO4 overall, from OMol25.

The geometry in XYZ format:
```
19
Properties=species:S:1:pos:R:3:forces:R:3:lowdin_charge:R:1
C -0.4320 -0.5800 -2.9095 -0.3 0.3 0.1 -0.20
N 0.7883 0.1119 -2.5723 0.6 -0.6 0.2 -0.06
H -0.9199 -0.9409 -1.9970 0.0 0.0 -0.2 0.06
H -0.2904 -1.4353 -3.5734 0.2 -0.1 0.0 0.05
H -1.1443 0.0751 -3.4152 0.0 0.1 0.0 0.06
H 1.0181 1.0052 -2.9515 -0.4 0.2 -0.3 0.05
H 1.1224 0.0125 -1.6305 -0.2 0.1 0.0 0.01
H 0.8367 -0.1653 0.5971 0.1 -0.4 0.0 0.00
H 2.3568 -0.2224 0.4281 -0.3 0.4 0.1 0.07
O 1.6149 0.4012 0.4924 0.4 -0.1 -0.2 -0.07
H 0.5296 1.8712 1.1594 0.3 -0.1 0.5 0.03
H -0.8355 2.4750 1.1576 -0.3 0.1 0.2 0.06
O -0.1879 2.1159 1.7730 0.1 0.0 -0.7 -0.05
H -0.4822 -2.5652 1.0450 0.1 -0.1 -0.2 0.06
H -0.6202 -1.2303 1.7413 0.1 -0.1 0.0 0.01
O -0.2358 -1.6421 0.9420 -0.4 0.1 0.4 -0.06
H -0.7792 0.6235 2.5997 0.0 0.4 0.0 0.00
H -1.2316 0.2227 3.9980 0.0 -0.2 0.1 0.05
O -1.1080 -0.1327 3.1155 -0.1 -0.1 -0.1 -0.07
```
Positions in Å, forces in eV/Å.

Output
structure (SMILES)	CN.O.O.O.O
charge	0
energy	-401.6034	Eh
LUMO	0.02299	Ha

---

> What is the energy in the first record?

-435.1172 Eh

---

> The highest charge belongs to which entry?

CH12Na5O9